DFT (ωB97M-V/def2-TZVPD) results for a molecular structure, C32H27CoFIN4O7.

Output
Frontier orbital gap (spin up / spin down)   0.2749 / 0.2699 Ha
Charge   0

Each line ends with the Löwdin charge.
Element x y z (Å)
I1 -1.68860 -2.77544 2.08924  1.249
Co1 0.46283 -1.82346 0.65269  0.551
F1 -3.43268 3.53700 -0.06683  0.065
O1 1.77543 -1.65449 3.22050  0.028
O2 3.68334 1.22522 6.15212  -0.057
O3 1.89643 -2.82852 1.25487  -0.101
O4 0.41017 -2.88605 -0.83481  -0.059
O5 0.50901 -3.23172 -3.02130  0.085
O6 1.42275 0.65344 -1.46539  0.066
O7 -0.91694 -0.70097 -0.01547  -0.123
N1 -1.72203 0.03706 -3.95326  0.047
N2 -0.25456 -0.23535 2.92571  0.079
N3 4.59855 -1.89901 3.48118  0.140
N4 1.66664 -0.43855 0.54932  0.071
C1 0.77325 0.48871 3.03959  -0.017
C2 -2.47485 -0.85428 2.41391  -0.573
C3 4.52327 -3.68576 1.87894  -0.008
C4 -2.90284 2.08331 -3.33000  -0.131
C5 2.07275 -0.27184 3.05509  -0.298
C6 2.05361 0.38592 -0.45625  -0.455
C7 -1.97812 -0.98483 -6.21482  -0.043
C8 -3.31841 2.93651 -2.33513  0.057
C9 2.98324 1.30148 4.92662  -0.216
C10 -3.45208 1.67973 2.89922  -0.083
C11 -1.96685 0.29855 -5.39722  -0.296
C12 3.93671 -2.50301 2.57487  -0.233
C13 2.64391 -0.54341 1.60141  -0.245
C14 4.19822 -0.73401 4.18845  -0.052
C15 -3.82091 -0.60622 2.23333  -0.133
C16 -3.27560 1.05617 -5.54820  -0.148
C17 -2.09899 1.42350 3.06459  -0.023
C18 -3.01104 2.66578 -1.00484  -0.246
C19 -3.22326 2.35937 -4.77248  -0.127
C20 -0.67557 -1.33585 -2.28826  -0.027
C21 2.58014 -2.02668 2.08255  -0.484
C22 3.90074 0.16399 1.09856  -0.060
C23 3.42898 0.95069 -0.12466  -0.058
C24 0.15739 -2.56040 -2.07154  -0.530
C25 -4.30864 0.67349 2.47820  -0.079
C26 -1.58822 0.15612 2.80463  -0.333
C27 3.15200 0.09089 4.03911  -0.118
C28 -2.17314 0.92869 -2.97767  -0.055
C29 -2.30870 1.55907 -0.63639  0.093
C30 -0.99148 -1.01839 -3.57787  0.051
C31 -1.88257 0.67198 -1.63341  -0.027
C32 -1.10986 -0.49854 -1.24787  -0.254
H1 4.65451 -0.57604 0.82520  0.128
H2 4.06962 0.83104 -0.99674  0.122
H3 -3.44980 1.24170 -6.60786  0.123
H4 -2.07484 1.35186 0.39794  0.115
H5 -1.43272 2.21022 3.39747  0.114
H6 3.36664 2.20045 4.43454  0.132
H7 0.77893 1.58401 3.00676  0.145
H8 -5.36285 0.87713 2.34557  0.107
H9 -4.09378 0.42900 -5.18065  0.137
H10 3.42758 0.40359 6.58621  0.095
H11 5.53642 -3.86220 2.23022  0.080
H12 -2.45079 3.00539 -5.20181  0.131
H13 1.91344 1.47083 5.10429  0.114
H14 -4.48562 -1.39549 1.91079  0.098
H15 4.50811 -3.52804 0.79858  0.091
H16 -3.83614 2.67302 3.08927  0.109
H17 -0.61866 -1.67512 -4.34916  0.135
H18 -2.62227 -1.73556 -5.75432  0.100
H19 3.90024 -4.56429 2.05986  0.093
H20 -1.15152 0.94091 -5.74627  0.161
H21 -4.16680 2.90066 -4.84467  0.122
H22 -2.37191 -0.75838 -7.20501  0.087
H23 4.33969 0.79311 1.87053  0.116
H24 3.32926 2.02134 0.06390  0.121
H25 -3.88667 3.82570 -2.57761  0.133
H26 -0.98704 -1.41339 -6.34967  0.083
H27 4.91352 -0.48134 4.96163  0.114

Atoms 1-6, force components in eV/Å:
-0.4 -0.3 0.3
-0.2 0.4 -0.3
0.0 0.0 0.0
0.0 0.0 0.1
0.0 0.0 0.0
0.2 -0.1 0.2